# 1
Density functional theory data (the ωB97M-V functional and the def2-TZVPD basis) for the ion C6H12N3O2 with charge +1.

The frontier orbital gap is 8.63 eV. The SMILES is C/C(=C1\[NH2+]CCN1C)[N+](=O)[O-]. Its total charge is +1.

Last column: Mulliken charge in e.
Positions of all 23 atoms, in Å:
C 2.268 -0.594 -1.803  -1.35
C 0.948 -1.127 -1.273  -0.13
C 0.195 -0.395 -0.227  0.42
N 0.963 0.665 0.544  -0.05
C -0.034 1.273 1.596  -0.46
C -1.312 0.477 1.229  -0.70
N -0.968 -0.550 0.300  0.05
C -2.014 -1.177 -0.468  -1.21
N 0.461 -2.351 -1.882  1.01
O 0.928 -2.628 -2.921  -0.61
O -0.365 -2.960 -1.280  -0.66
H 2.429 -1.004 -2.776  0.47
H 3.114 -0.930 -1.184  0.30
H 2.111 0.498 -1.840  0.31
H 1.766 0.107 0.917  0.42
H 1.206 1.446 -0.038  0.40
H -0.114 2.321 1.529  0.37
H 0.376 0.942 2.643  0.29
H -1.721 -0.009 2.118  0.39
H -2.066 1.202 0.919  0.41
H -1.723 -0.898 -1.508  0.44
H -1.873 -2.206 -0.534  0.46
H -2.983 -0.830 -0.293  0.41


# 2
Density functional theory data (the ωB97M-V functional and the def2-TZVPD basis) for the ion C3H8N3 with charge +1.

The frontier orbital gap (alpha / beta) is 6.01 / 6.00 eV. Its total charge is +1.

Last column: Mulliken charge in e.
Positions of all 14 atoms, in Å:
C -1.747 -0.785 0.484  -0.03
C -0.223 1.043 -0.337  -0.61
C 1.410 -0.923 -0.723  -0.45
N -1.447 0.295 -0.219  0.02
N 1.055 0.404 -0.494  -0.02
N 1.757 -0.295 0.594  -0.15
H -0.919 -1.076 1.264  0.11
H -2.622 -1.398 0.417  0.33
H -0.259 1.645 -1.281  0.37
H -0.068 1.793 0.376  0.37
H 2.278 -1.162 -1.251  0.15
H -2.127 0.683 -0.909  0.32
H 1.210 -0.518 1.459  0.25
H 2.818 -0.088 0.709  0.32


# 3
Density functional theory data (the ωB97M-V functional and the def2-TZVPD basis) for a cluster of 10 separate species, C52H122N6O8S4 in total.

The frontier orbital gap is 8.15 eV. The SMILES is O=S1(=O)CCCC1.O=S1(=O)CCCC1.O=S1(=O)CCCC1.O=S1(=O)CCCC1.CCN(CC)CC.CCN(CC)CC.CCN(CC)CC.CCN(CC)CC.CCN(CC)CC.CCN(CC)CC. Its total charge is 0.

Last column: Mulliken charge in e.
Positions of all 192 atoms, in Å:
O -0.515 -0.883 5.717  -0.43
S -1.884 -0.370 5.970  0.95
O -2.682 -0.840 7.127  -0.73
C -1.888 1.516 5.913  -1.03
C -2.303 1.885 4.513  0.50
C -3.332 0.880 4.084  -0.68
C -2.834 -0.534 4.361  -0.42
H -0.933 1.866 6.304  0.49
H -2.582 1.826 6.694  0.38
H -2.601 2.932 4.456  0.48
H -1.455 1.694 3.856  -0.49
H -3.731 1.005 3.077  0.08
H -4.159 1.043 4.774  0.55
H -2.056 -0.859 3.671  -0.15
H -3.498 -1.386 4.510  0.60
O -3.809 -1.366 -1.702  -0.58
S -3.867 -2.003 -0.365  1.05
O -3.408 -1.203 0.779  -0.37
C -5.540 -2.873 -0.032  -1.02
C -5.096 -4.163 0.651  -0.71
C -3.961 -4.713 -0.125  -0.62
C -2.953 -3.606 -0.483  -0.56
H -5.775 -3.117 -1.068  0.46
H -6.300 -2.250 0.440  0.42
H -4.821 -3.962 1.687  0.30
H -5.872 -4.927 0.660  0.43
H -4.393 -5.084 -1.055  0.24
H -3.524 -5.584 0.363  0.38
H -2.406 -3.823 -1.401  0.18
H -2.205 -3.596 0.309  0.33
O 0.531 3.949 3.874  -0.60
S 1.186 4.627 2.720  1.35
O 2.632 4.479 2.558  -0.74
C 0.278 4.509 1.141  0.05
C 0.085 5.898 0.543  -0.74
C -0.107 6.857 1.746  -0.57
C 0.910 6.477 2.853  -0.95
H -0.729 4.184 1.404  -0.05
H 0.669 3.689 0.540  0.00
H 1.005 6.258 0.084  0.42
H -0.735 5.960 -0.173  0.40
H -1.156 6.818 2.040  0.22
H 0.221 7.817 1.348  0.39
H 0.571 6.720 3.860  0.40
H 1.885 6.943 2.707  0.36
O -3.824 -1.061 -6.960  -0.63
S -4.755 -0.103 -6.406  1.14
O -6.224 -0.254 -6.553  -0.69
C -4.374 0.155 -4.632  -0.54
C -3.954 1.695 -4.481  0.72
C -4.586 2.458 -5.656  -0.71
C -4.435 1.643 -6.945  -0.89
H -3.555 -0.511 -4.361  0.21
H -5.218 -0.170 -4.024  0.42
H -4.151 2.090 -3.485  0.03
H -2.872 1.592 -4.562  -0.59
H -4.234 3.446 -5.952  0.39
H -5.635 2.625 -5.410  0.29
H -3.481 1.598 -7.470  0.38
H -5.160 1.931 -7.706  0.44
C -0.704 -6.913 -0.785  -1.01
C -0.178 -6.570 -2.186  -0.60
N -0.009 -5.099 -2.365  0.66
C 0.091 -4.571 -3.771  -0.31
C 1.410 -5.118 -4.413  -1.28
C 0.974 -4.550 -1.409  -1.66
C 1.045 -2.988 -1.178  0.39
H -1.237 -7.863 -0.768  0.44
H -1.431 -6.140 -0.534  -0.05
H 0.150 -6.885 -0.110  0.35
H 0.775 -7.093 -2.268  0.32
H -0.849 -6.854 -2.996  0.49
H -0.774 -5.079 -4.198  0.44
H 0.066 -3.482 -3.735  0.01
H 1.599 -4.815 -5.443  0.44
H 2.297 -4.784 -3.875  0.23
H 1.557 -6.198 -4.454  0.35
H 1.916 -5.028 -1.680  0.47
H 0.852 -4.912 -0.388  0.44
H 0.083 -2.516 -1.378  0.16
H 1.849 -2.608 -1.808  -0.48
H 1.352 -2.654 -0.187  0.09
C 2.433 -2.646 5.042  -0.81
C 3.220 -1.718 5.969  -0.60
N 4.289 -0.840 5.301  0.55
C 5.012 -0.086 6.372  -0.60
C 6.372 0.381 5.703  -1.05
C 3.775 0.062 4.272  0.49
C 2.924 1.269 4.700  -0.84
H 1.668 -3.204 5.582  0.38
H 3.186 -3.294 4.594  0.35
H 1.993 -2.204 4.148  -0.15
H 2.558 -1.085 6.559  0.46
H 3.615 -2.376 6.744  0.40
H 4.408 0.687 6.846  0.38
H 5.373 -0.730 7.174  0.43
H 7.065 0.870 6.387  0.47
H 6.949 -0.442 5.280  0.17
H 6.272 1.171 4.959  0.25
H 3.133 -0.495 3.589  -0.30
H 4.690 0.338 3.748  -0.43
H 3.423 1.990 5.348  0.47
H 2.028 0.993 5.255  0.28
H 2.623 1.778 3.785  -0.30
C -6.495 1.603 0.268  -0.92
C -5.565 2.203 -0.751  0.35
N -5.242 3.662 -0.589  0.36
C -6.354 4.573 -0.832  -0.39
C -7.111 4.335 -2.178  -1.33
C -4.522 3.873 0.736  -0.02
C -3.880 5.312 0.786  -1.56
H -6.285 0.545 0.108  0.05
H -7.549 1.757 0.038  0.28
H -6.252 1.733 1.323  0.27
H -4.587 1.728 -0.828  -0.69
H -5.935 2.014 -1.758  0.52
H -7.135 4.742 -0.091  0.31
H -5.913 5.557 -0.989  0.43
H -6.486 4.214 -3.063  0.25
H -7.690 3.412 -2.130  0.33
H -7.851 5.105 -2.397  0.43
H -3.782 3.085 0.872  0.00
H -5.121 3.793 1.643  0.27
H -4.613 6.113 0.688  0.44
H -3.091 5.351 0.035  0.33
H -3.350 5.550 1.709  0.42
C 0.610 -0.756 1.820  -0.27
C 0.451 0.722 1.532  0.10
N 0.731 1.183 0.169  1.69
C -0.214 0.704 -0.841  0.42
C -1.675 1.315 -0.673  -0.57
C 2.111 0.991 -0.284  0.18
C 3.140 1.555 0.631  -1.61
H 0.610 -0.805 2.909  0.15
H 1.526 -1.258 1.511  -0.23
H -0.262 -1.332 1.510  0.12
H -0.572 0.950 1.830  -0.28
H 1.001 1.412 2.172  -0.46
H -0.204 -0.378 -0.969  -0.47
H 0.186 1.036 -1.799  -0.12
H -2.326 0.983 0.136  -0.13
H -2.214 1.085 -1.592  0.08
H -1.535 2.396 -0.664  0.22
H 2.323 -0.058 -0.493  -0.24
H 2.325 1.562 -1.187  0.37
H 3.390 0.874 1.445  0.20
H 4.071 1.754 0.101  0.57
H 2.873 2.522 1.056  0.12
C -0.186 -1.080 -5.570  -1.57
C 0.192 -0.371 -4.311  1.35
N 1.515 0.286 -4.354  0.79
C 1.517 1.392 -5.386  -0.44
C 0.563 2.583 -5.042  -1.15
C 2.571 -0.701 -4.446  -0.11
C 3.894 -0.058 -4.124  -1.39
H -1.087 -1.684 -5.466  0.48
H 0.548 -1.842 -5.832  0.20
H -0.285 -0.424 -6.434  0.38
H -0.595 0.329 -4.027  -0.25
H 0.125 -1.068 -3.476  -0.94
H 2.467 1.912 -5.268  0.30
H 1.407 1.097 -6.430  0.41
H 0.227 2.698 -4.012  0.17
H 1.022 3.549 -5.255  0.42
H -0.391 2.529 -5.567  0.19
H 2.596 -1.010 -5.491  0.27
H 2.298 -1.568 -3.845  0.08
H 4.675 -0.818 -4.106  0.47
H 3.851 0.285 -3.090  0.08
H 4.163 0.765 -4.787  0.42
C 4.847 -2.870 -1.050  -1.31
C 5.701 -1.760 -0.448  -0.19
N 6.567 -2.190 0.680  0.00
C 7.754 -1.362 0.856  -0.71
C 7.360 0.008 1.506  -0.83
C 5.732 -2.320 1.885  0.02
C 6.510 -2.973 3.047  -1.66
H 5.451 -3.765 -0.901  0.48
H 4.686 -2.794 -2.126  0.47
H 3.845 -2.946 -0.630  0.00
H 6.391 -1.546 -1.264  0.43
H 5.256 -0.774 -0.314  0.15
H 8.511 -1.860 1.462  0.40
H 8.231 -1.131 -0.097  0.47
H 8.336 0.433 1.740  0.42
H 6.814 0.683 0.847  0.30
H 6.730 0.122 2.388  0.08
H 4.997 -3.104 1.702  0.41
H 5.205 -1.411 2.173  0.06
H 5.855 -3.112 3.907  0.33
H 7.374 -2.428 3.427  0.26
H 6.973 -3.940 2.854  0.41


# 4
Density functional theory data (the ωB97M-V functional and the def2-TZVPD basis) for a cluster of 2 separate species, C4H12NOP in total.

The frontier orbital gap is 9.11 eV. The SMILES is CP(C)N.CC=O. Its total charge is 0.

Last column: Mulliken charge in e.
Positions of all 19 atoms, in Å:
C 0.639 0.511 -1.505  -0.95
P -0.826 0.452 -0.421  0.24
C -2.085 1.423 -1.486  -1.12
N -1.207 -1.082 -0.953  -0.63
H 0.548 -0.113 -2.305  0.45
H 0.759 1.574 -1.926  0.26
H 1.633 0.183 -0.907  0.24
H -1.783 2.485 -1.587  0.35
H -2.373 0.834 -2.253  0.36
H -2.883 1.420 -0.666  0.30
H -0.585 -1.734 -0.524  0.27
H -2.132 -1.237 -0.556  0.25
C 1.161 -1.009 2.550  -0.85
C 1.923 -0.139 1.676  0.15
O 2.989 -0.480 1.250  -0.49
H 1.683 -1.839 3.060  0.33
H 0.843 -0.570 3.469  0.33
H 0.375 -1.353 1.923  0.10
H 1.324 0.672 1.160  0.40


# 5
Density functional theory data (the ωB97M-V functional and the def2-TZVPD basis) for a structure of composition C9H24FLiO3.

The frontier orbital gap (alpha / beta) is 11.75 / 5.22 eV. The spin multiplicity is 2. Its expectation value of S² is 0.7520. Its total charge is +1.

Last column: Mulliken charge in e.
Positions of all 38 atoms, in Å:
Li 0.003 -0.616 0.657  0.84
F 0.048 -2.293 1.846  -0.03
C -2.795 -0.629 1.789  -1.19
C -2.385 0.754 1.204  0.58
C -3.063 1.986 1.817  -1.44
O -0.994 1.021 1.370  -0.44
H -2.511 -1.491 1.186  0.27
H -3.870 -0.694 1.962  0.39
H -2.281 -0.809 2.734  0.33
H -2.650 0.753 0.146  0.10
H -4.141 1.843 1.900  0.40
H -2.788 2.899 1.289  0.33
H -2.747 2.076 2.856  0.40
H -0.771 1.076 2.302  0.35
C 0.606 -2.719 -1.592  -1.43
C 0.091 -1.424 -2.262  0.84
C -0.691 -1.731 -3.524  -1.56
O -0.717 -0.782 -1.337  -0.34
H 1.010 -3.414 -2.328  0.40
H -0.178 -3.279 -1.081  0.36
H 1.368 -2.524 -0.837  0.28
H 0.998 -0.872 -2.508  0.08
H -0.054 -2.192 -4.279  0.40
H -1.147 -0.871 -4.015  0.47
H -1.461 -2.479 -3.339  0.37
H -1.267 -0.165 -1.824  0.17
C 3.348 1.817 1.523  -1.36
C 2.172 1.409 0.652  0.79
C 2.439 1.555 -0.832  -1.27
O 1.962 0.030 0.882  -0.52
H 3.020 1.367 2.460  0.37
H 3.613 2.863 1.678  0.37
H 4.274 1.293 1.287  0.34
H 1.265 1.894 1.012  0.13
H 3.334 1.022 -1.155  0.35
H 2.631 2.612 -1.019  0.44
H 1.598 1.260 -1.460  0.17
H 2.731 -0.543 0.840  0.26


Calculated calculated total energy in order - -14969.7845, -7697.8552, -124557.4612, -17167.1774, -18780.0459 eV
Calculated strongest force on any atom in order - 6.976, 4.774, 3.502, 5.945, 2.824 eV/A
Calculated energy above the lowest of the compared OMol25 structures with the same formula, charge and spin in order - 640.9, 716.2, 308.7, 363.6, 0.0 kJ/mol